Entry 1:
16
Properties=species:S:1:pos:R:3:lowdin_charge:R:1 method="wB97M-V/def2-TZVPD" homo_energy_ev=-8.12 de_lowest_kcal_mol=88.8 smiles="CN1NC=CC1(O)O" orbital_gap_ev=8.92 e_tot_ha=-417.1144
O -1.33 1.42 -0.98 0.031
O 0.91 1.72 -0.50 0.001
N -0.31 -0.15 0.45 -0.166
N -0.32 -1.44 -0.01 -0.040
C 0.66 0.17 1.46 -0.080
C 0.29 -0.19 -1.83 0.045
C -0.10 0.75 -0.73 -0.562
C -0.01 -1.44 -1.37 -0.079
H -0.07 -2.40 -1.79 0.096
H 0.39 1.03 2.09 0.092
H 0.82 -0.75 1.96 0.064
H 1.70 0.33 0.98 0.120
H 0.45 2.41 0.06 0.132
H -2.15 0.94 -0.89 0.098
H 0.52 0.08 -2.76 0.061
H -1.25 -1.91 0.35 0.188

=====

Entry 2:
16
Properties=species:S:1:pos:R:3:lowdin_charge:R:1 method="wB97M-V/def2-TZVPD" homo_energy_ev=-8.50 de_lowest_kcal_mol=94.4 orbital_gap_ev=9.07 e_tot_ha=-417.1055
O 1.96 -1.58 -0.45 -0.050
O -1.02 -0.69 1.37 0.011
N -0.27 2.16 0.92 0.061
N -0.79 0.88 -1.11 0.028
C -0.29 -1.28 0.36 -0.292
C 0.97 -0.68 -0.02 -0.299
C -0.61 1.99 -0.33 -0.306
C -0.26 -0.47 -0.96 -0.111
H -0.81 2.92 -0.85 0.101
H 2.67 -1.70 0.26 0.134
H -1.06 0.94 -2.10 0.132
H -0.41 -0.92 -1.94 0.145
H -0.13 1.29 1.43 0.002
H -0.10 -2.37 0.27 0.165
H 1.50 0.22 0.47 0.180
H -0.60 -0.84 2.20 0.099

=====

Entry 3:
16
Properties=species:S:1:pos:R:3:lowdin_charge:R:1 method="wB97M-V/def2-TZVPD" homo_energy_ev=-8.66 de_lowest_kcal_mol=96.5 orbital_gap_ev=9.02 e_tot_ha=-417.1021
O 1.56 -1.89 -0.81 0.038
O 2.34 -0.65 0.88 0.058
N -0.15 -0.62 0.43 -0.039
N -1.14 -1.58 0.65 0.102
C -0.34 0.52 -0.16 -0.321
C 0.86 0.75 -0.95 0.019
C -1.49 1.42 0.11 -0.012
C 1.43 -0.91 -0.12 -0.585
H -2.12 1.04 0.91 0.078
H -1.27 -2.12 -0.20 0.104
H -0.80 -2.21 1.37 0.098
H 2.23 0.26 1.19 0.097
H -1.11 2.42 0.36 0.091
H 1.28 1.75 -0.95 0.081
H -2.10 1.54 -0.79 0.091
H 0.82 0.28 -1.93 0.101

=====

Entry 4:
16
Properties=species:S:1:pos:R:3:lowdin_charge:R:1 method="wB97M-V/def2-TZVPD" homo_energy_ev=-9.35 de_lowest_kcal_mol=48.9 smiles="NCC(=O)NCC=O" orbital_gap_ev=9.98 e_tot_ha=-417.1780
O -2.29 -0.26 0.16 0.056
O 2.65 -1.16 -0.46 0.036
N -0.38 -0.62 1.21 0.055
N -1.42 1.70 -1.55 0.018
C -1.11 0.05 0.23 -0.472
C 1.69 -1.58 0.14 -0.217
C -0.51 1.19 -0.55 -0.204
C 1.09 -0.62 1.19 -0.155
H 1.56 -0.92 2.13 0.125
H 0.10 1.91 -0.01 0.118
H -1.41 1.16 -2.38 0.071
H 1.22 -2.51 -0.21 0.126
H -0.73 -1.55 1.37 0.130
H 1.48 0.38 1.03 0.113
H 0.31 0.71 -1.12 0.130
H -2.25 2.12 -1.18 0.072

=====

Entry 5:
16
Properties=species:S:1:pos:R:3:lowdin_charge:R:1 method="wB97M-V/def2-TZVPD" homo_energy_ev="-5.88 / -10.22" spin_multiplicity=3 de_lowest_kcal_mol=21.1 orbital_gap_ev="6.51 / 7.26" e_tot_ha=-417.0289
O -3.00 0.33 -0.21 0.130
O -1.40 -0.75 0.96 0.051
N -0.80 0.46 -0.89 0.173
N 0.38 0.52 -0.21 -0.175
C 0.62 -1.91 -0.41 -0.068
C -1.90 -0.05 0.08 -0.656
C 0.65 -0.64 0.36 -0.247
C 0.77 1.77 0.44 0.004
H 0.22 -1.74 -1.40 0.075
H 1.26 -0.61 1.25 0.119
H 0.65 2.58 -0.26 0.094
H 1.81 1.70 0.73 0.096
H -1.07 1.30 -1.39 0.146
H 1.64 -2.30 -0.48 0.072
H 0.01 -2.65 0.10 0.077
H 0.15 1.97 1.32 0.108

=====

Entry 6:
18
Properties=species:S:1:pos:R:3:lowdin_charge:R:1 method="wB97M-V/def2-TZVPD" homo_energy_ev="-9.23 / -7.75" de_lowest_kcal_mol=119.9 orbital_gap_ev="8.57 / 7.49" e_tot_ha=-1213.4330
S 1.65 -2.26 -0.73 0.712
S 0.26 0.36 1.39 0.946
O 1.15 -0.62 2.00 -0.476
O 1.98 2.37 -1.46 0.086
N 1.21 1.70 0.71 -0.065
N 0.60 0.67 -1.21 0.090
C -2.87 0.17 0.46 0.060
C 1.39 1.71 -0.65 -0.596
C 0.11 -0.21 -0.21 -0.579
C -0.12 -1.64 -0.43 -0.481
H -0.73 -1.89 -1.37 0.106
H 1.90 2.29 1.21 0.142
H 2.08 -1.52 0.28 -0.166
H -0.50 -2.04 0.54 0.075
H -3.37 -0.22 -0.39 -0.017
H 0.79 0.40 -2.19 0.173
H -3.05 1.22 0.79 0.007
H -2.47 -0.49 1.25 -0.020

=====

Entry 7:
18
Properties=species:S:1:pos:R:3:lowdin_charge:R:1 method="wB97M-V/def2-TZVPD" homo_energy_ev=-9.59 de_lowest_kcal_mol=121.2 smiles="CC(=O)/[N+]([O-])=N/O.CC=O" orbital_gap_ev=9.64 e_tot_ha=-567.5415
O -0.51 2.07 -1.94 0.161
O 2.02 1.11 0.92 0.008
O -1.37 -0.49 0.43 0.032
O 1.36 -0.60 -0.92 -0.006
N 0.87 0.53 -0.87 -0.279
N 1.10 1.45 -0.05 0.071
C -0.18 0.93 -1.87 -0.385
C -0.81 -1.10 1.30 -0.312
C -0.66 -0.24 -2.63 0.008
C -0.35 -0.54 2.60 -0.052
H -1.27 0.07 -3.47 0.095
H -1.26 -0.84 -1.93 0.092
H -0.67 0.50 2.71 0.084
H -0.74 -1.14 3.42 0.078
H 2.14 1.91 1.44 0.112
H -0.57 -2.18 1.17 0.127
H 0.18 -0.85 -2.95 0.089
H 0.73 -0.60 2.63 0.077

=====

Entry 8:
20
Properties=species:S:1:pos:R:3:lowdin_charge:R:1 method="wB97M-V/def2-TZVPD" homo_energy_ev=-4.54 charge=-1 de_lowest_kcal_mol=0.2 smiles="CC(=O)N(N=P([O-])(O)O)C(C)=O" orbital_gap_ev=8.17 e_tot_ha=-984.4485
P 1.80 0.51 -0.67 0.283
O 1.84 0.03 -2.08 -0.343
O -1.69 -0.40 1.98 0.091
O 1.56 2.13 -0.71 -0.186
O 3.22 0.49 0.09 -0.174
O -2.27 -1.10 -1.04 0.045
N -0.51 -0.13 0.01 -0.117
N 0.87 -0.24 0.42 -0.143
C -1.13 -1.22 -0.63 -0.495
C -1.23 0.35 1.17 -0.476
C -1.35 1.84 1.25 -0.006
C -0.36 -2.50 -0.74 -0.013
H 0.91 2.29 -1.39 0.053
H 0.71 -2.34 -0.82 0.053
H -1.53 2.14 2.28 0.075
H -2.22 2.12 0.64 0.087
H -0.74 -3.07 -1.59 0.075
H 3.15 -0.16 0.80 0.048
H -0.47 2.33 0.84 0.058
H -0.57 -3.06 0.18 0.087

=====

Entry 9:
22
Properties=species:S:1:pos:R:3:lowdin_charge:R:1 method="wB97M-V/def2-TZVPD" homo_energy_ev="-9.23 / -9.64" de_lowest_kcal_mol=189.7 orbital_gap_ev="5.80 / 5.94" e_tot_ha=-868.0738
O -1.70 1.85 -2.77 0.118
O -1.57 -2.73 1.25 0.140
O 0.06 -0.89 -1.70 0.059
O 0.20 1.10 -3.71 0.159
O 1.88 0.37 -0.79 0.023
O -1.27 -1.08 2.70 0.095
O 0.22 -1.43 0.95 -0.022
O -0.62 0.09 -1.29 -0.023
N -1.02 -1.77 1.74 -0.312
N -0.64 1.26 -2.87 -0.225
C 1.09 -0.42 1.48 -0.530
C 0.43 0.91 1.71 -0.015
C 2.12 -0.35 0.27 -0.297
C 1.75 -0.97 2.73 -0.017
H 2.41 -1.39 -0.03 0.160
H 1.15 1.60 2.18 0.105
H 2.31 -1.88 2.49 0.096
H 0.99 -1.17 3.49 0.086
H -0.43 0.78 2.36 0.076
H 3.04 0.07 0.76 0.154
H 0.13 1.34 0.75 0.078
H 2.46 -0.23 3.13 0.093

=====

Entry 10:
16
Properties=species:S:1:pos:R:3:lowdin_charge:R:1 method="wB97M-V/def2-TZVPD" homo_energy_ev=-8.66 de_lowest_kcal_mol=134.4 orbital_gap_ev=7.80 e_tot_ha=-739.9478
S -2.22 -0.79 -0.44 0.678
O 1.83 -1.10 0.40 -0.169
N -0.50 1.52 0.37 -0.117
N 0.13 1.55 -0.82 -0.008
C 0.58 -0.82 -0.43 -0.449
C -0.48 0.46 1.36 -0.196
C 0.60 0.46 -1.32 -0.143
C -0.52 -0.80 0.54 -0.531
H -0.58 2.39 0.82 0.116
H 0.50 0.59 1.76 0.112
H 1.10 0.57 -2.35 0.132
H 0.36 -1.51 -1.22 0.098
H -0.54 -1.74 1.07 0.101
H 2.62 -1.88 -0.65 0.331
H -1.27 0.69 2.00 0.105
H -1.61 0.40 -1.08 -0.060

=====

Entry 11:
16
Properties=species:S:1:pos:R:3:lowdin_charge:R:1 method="wB97M-V/def2-TZVPD" homo_energy_ev=-8.72 de_lowest_kcal_mol=120.9 orbital_gap_ev=8.73 e_tot_ha=-739.9693
S 2.79 -1.79 -0.57 0.756
O 1.01 -1.66 -2.54 -0.048
N 0.91 0.17 0.38 0.009
N 0.18 0.97 1.20 -0.131
C -0.88 0.04 -1.40 -0.065
C 1.34 -1.26 -1.41 -0.791
C 0.44 -0.29 -0.72 -0.433
C -1.19 0.91 1.57 -0.133
H -1.83 1.56 0.92 0.080
H -1.20 1.21 2.64 0.099
H 2.55 -1.55 1.00 0.022
H 0.61 1.33 2.03 0.107
H -1.01 -0.99 -2.31 0.187
H -0.58 1.27 -1.71 0.154
H -1.33 -0.17 1.43 0.091
H -1.81 0.24 -0.51 0.096

=====

Entry 12:
16
Properties=species:S:1:pos:R:3:lowdin_charge:R:1 method="wB97M-V/def2-TZVPD" homo_energy_ev=-8.09 de_lowest_kcal_mol=44.0 orbital_gap_ev=8.75 e_tot_ha=-740.0920
S -0.54 1.99 -1.17 0.667
O 1.16 -1.77 -1.14 0.016
N -0.44 0.16 0.74 -0.283
N 0.78 -0.26 -2.85 0.131
C -0.18 0.56 -0.51 -0.662
C -0.85 1.20 1.66 -0.118
C 0.63 -0.80 -1.67 -0.417
C 0.11 -1.07 1.28 -0.077
H -1.11 2.14 1.11 0.024
H -0.30 -1.08 2.32 0.080
H -0.29 -1.89 0.68 0.085
H 0.08 0.33 -3.20 0.044
H 1.30 -1.01 1.55 0.152
H -0.07 1.38 2.41 0.088
H 1.42 -0.67 -3.56 0.146
H -1.70 0.78 2.36 0.124

=====

Entry 13:
16
Properties=species:S:1:pos:R:3:lowdin_charge:R:1 method="wB97M-V/def2-TZVPD" homo_energy_ev=-8.43 de_lowest_kcal_mol=57.5 smiles="[H]/N=C/[C@@H](SN)C(C)=O" orbital_gap_ev=9.23 e_tot_ha=-740.0704
S 0.90 -1.45 -0.07 0.880
O -1.15 0.63 1.09 0.020
N 2.21 1.30 0.05 0.096
N 1.33 -0.86 1.37 -0.323
C -1.22 -0.02 0.03 -0.483
C -2.21 -0.98 -0.34 -0.055
C 0.23 0.07 -0.82 -0.434
C 1.11 1.29 -0.60 -0.239
H 0.64 2.15 -1.00 0.097
H -2.73 -0.39 -1.15 0.119
H 0.64 -0.43 1.89 0.005
H -3.00 -0.87 0.41 0.102
H 2.74 2.16 0.19 0.063
H 2.22 -0.57 1.42 -0.030
H 0.13 -0.06 -1.90 0.096
H -1.84 -1.98 -0.56 0.085

=====

Entry 14:
15
Properties=species:S:1:pos:R:3:lowdin_charge:R:1 method="wB97M-V/def2-TZVPD" homo_energy_ev=-12.26 charge=+1 de_lowest_kcal_mol=25.0 smiles="NC1=P([NH3+])=CC=C1" orbital_gap_ev=7.44 e_tot_ha=-607.7809
P -0.95 -0.12 1.07 1.101
N 1.46 1.41 1.21 0.104
N -1.52 1.12 -0.38 -0.011
C 1.49 -0.79 0.18 -0.103
C 0.57 -1.87 -0.24 -0.121
C 0.93 0.26 0.81 -0.489
C -0.72 -1.64 0.10 -0.351
H -0.62 1.47 -0.70 0.086
H -1.36 -2.58 -0.01 0.096
H -2.13 1.99 -0.43 0.160
H 2.51 -0.77 -0.11 0.096
H -1.80 0.44 -1.12 0.109
H 0.77 -2.74 -0.91 0.131
H 2.44 1.49 1.23 0.104
H 1.03 1.84 1.98 0.088

=====

Entry 15:
15
Properties=species:S:1:pos:R:3:lowdin_charge:R:1 method="wB97M-V/def2-TZVPD" homo_energy_ev=-8.88 de_lowest_kcal_mol=52.6 orbital_gap_ev=9.71 e_tot_ha=-664.8490
S 0.00 1.81 -0.18 0.899
N 1.26 0.94 0.42 -0.389
N 3.02 -0.59 -0.10 0.070
C -1.41 -0.78 -0.69 -0.169
C 2.07 0.17 -0.46 -0.371
C -1.62 -0.45 0.76 -0.165
C -1.38 0.66 -0.23 -0.579
H 1.56 1.11 1.37 0.087
H -2.29 1.22 -0.48 0.092
H -2.27 -1.06 -1.36 0.111
H -0.52 -1.28 -1.09 0.093
H -0.77 -0.73 1.38 0.089
H 3.06 -0.74 0.92 0.042
H 1.85 0.40 -1.49 0.094
H -2.57 -0.68 1.22 0.095

=====

Entry 16:
15
Properties=species:S:1:pos:R:3:lowdin_charge:R:1 method="wB97M-V/def2-TZVPD" homo_energy_ev=-9.24 de_lowest_kcal_mol=55.1 smiles="[H]/N=C(/CS)N1CC1" orbital_gap_ev=10.05 e_tot_ha=-664.8450
S 0.33 -1.34 2.20 0.689
N -0.50 0.35 -0.47 -0.069
N 1.35 -0.80 -1.37 0.146
C -0.59 1.41 0.47 -0.132
C -0.24 1.67 -0.97 -0.097
C 0.38 -0.69 -0.55 -0.505
C 0.21 -1.83 0.45 -0.496
H 1.23 -0.03 -2.02 0.038
H 0.81 1.92 -1.10 0.110
H 1.04 -2.55 0.37 0.060
H -0.99 -1.00 2.19 -0.122
H -1.55 1.63 0.90 0.106
H -0.93 2.20 -1.62 0.106
H -0.72 -2.45 0.34 0.090
H 0.19 1.50 1.16 0.074

=====

Entry 17:
15
Properties=species:S:1:pos:R:3:lowdin_charge:R:1 method="wB97M-V/def2-TZVPD" homo_energy_ev=-8.46 de_lowest_kcal_mol=70.0 smiles="[H]/N=N/C(=C)SCC" orbital_gap_ev=9.02 e_tot_ha=-664.8212
S 0.83 -1.58 0.31 0.895
N 3.29 -0.58 -0.29 -0.050
N 4.10 0.29 0.00 0.024
C -1.61 -0.53 -0.54 -0.168
C 1.50 1.16 0.29 -0.035
C 1.77 -0.13 0.15 -0.637
C -0.84 -0.94 0.71 -0.524
H -1.72 -1.38 -1.20 0.068
H 2.30 1.87 0.14 0.045
H -1.08 0.26 -1.07 0.064
H 0.54 1.55 0.56 0.050
H -2.59 -0.17 -0.26 0.072
H -1.33 -1.77 1.22 0.065
H 5.05 -0.01 -0.28 0.066
H -0.72 -0.11 1.41 0.065

=====

Entry 18:
16
Properties=species:S:1:pos:R:3:lowdin_charge:R:1 method="wB97M-V/def2-TZVPD" homo_energy_ev=-8.31 de_lowest_kcal_mol=46.0 smiles="CC(=S)/N=C/N(C)S" orbital_gap_ev=8.43 e_tot_ha=-1063.0225
S 1.46 2.64 -0.63 0.705
S -2.24 -0.18 2.53 0.827
N -1.00 -0.45 1.32 -0.507
N 0.22 0.28 -0.55 0.017
C 1.04 1.22 -1.21 -0.947
C -0.52 0.46 0.48 -0.306
C 1.26 0.81 -2.64 -0.157
C -0.51 -1.85 1.34 -0.101
H 0.26 0.72 -3.06 0.058
H -1.37 -2.39 1.52 0.030
H 0.31 -1.81 2.10 0.105
H 1.84 1.59 -3.27 0.089
H 0.01 -2.13 0.42 0.083
H -1.55 -0.12 3.65 -0.148
H -0.78 1.55 0.86 0.135
H 1.58 -0.33 -2.86 0.118

=====

Entry 19:
16
Properties=species:S:1:pos:R:3:lowdin_charge:R:1 method="wB97M-V/def2-TZVPD" homo_energy_ev=-7.94 de_lowest_kcal_mol=78.9 smiles="CN1CSC(=S)N1C" orbital_gap_ev=8.21 e_tot_ha=-1062.9700
S 3.26 1.32 -0.09 0.617
S 2.50 -1.67 0.08 0.812
N -0.03 -0.73 0.29 -0.314
N 0.69 0.32 0.83 -0.186
C 2.31 0.03 0.19 -1.120
C 0.31 1.71 0.87 -0.112
C -0.43 -0.37 -1.10 -0.028
C 0.52 -1.90 0.64 -0.300
H 0.31 0.25 -1.44 0.028
H 1.01 2.37 1.25 0.036
H -1.39 0.19 -1.18 0.100
H -0.40 -1.34 -1.70 0.117
H -0.59 1.76 1.34 0.057
H 0.49 -1.82 1.77 0.125
H 0.22 2.01 -0.25 0.103
H 0.18 -2.72 0.09 0.065

=====

Entry 20:
16
Properties=species:S:1:pos:R:3:lowdin_charge:R:1 method="wB97M-V/def2-TZVPD" homo_energy_ev=-8.39 de_lowest_kcal_mol=43.1 orbital_gap_ev=8.74 e_tot_ha=-1063.0270
S 2.38 -1.15 -0.77 0.617
S -2.14 -0.84 -0.55 0.848
N 0.63 0.76 -0.36 -0.276
N -0.53 1.51 -0.73 0.041
C 1.27 1.15 0.87 -0.081
C -1.06 -1.52 0.76 -0.383
C 1.11 -0.19 -1.11 -0.771
C -1.53 0.78 -1.05 -0.477
H 2.32 1.44 0.66 0.092
H -2.40 1.26 -1.57 0.074
H 1.25 0.35 1.62 0.072
H -0.15 -1.91 0.26 0.000
H -1.67 -2.38 1.12 0.044
H 0.69 1.97 1.30 0.089
H -0.71 -0.89 1.57 0.035
H 0.55 -0.34 -2.04 0.077